Here is a structure of composition C36H96F6O18Y at a distorted geometry from OMol25. Energies are from wB97M-V/def2-TZVPD.

Properties
LUMO = -4.682 eV
multiplicity = 1
net charge = +1
E = -3420.73945 hartree
frontier orbital gap = 6.573 eV
HOMO energy = -11.255 eV

Geometry (Å):
Y -0.263 4.372 -2.228
C -3.509 2.587 -1.786
O -2.974 1.504 -2.609
O -2.517 3.605 -1.935
C -5.015 2.912 -2.148
F -5.226 2.794 -3.490
F -5.926 2.195 -1.487
F -5.322 4.185 -1.869
C -3.519 0.153 -2.479
C -2.782 -0.700 -3.539
H -2.823 -0.197 -4.505
H -1.727 -0.719 -3.268
H -3.127 -1.729 -3.640
H -4.585 0.089 -2.695
H -3.271 -0.276 -1.508
H -3.554 2.300 -0.735
C 1.019 1.223 -0.624
O -0.163 1.023 0.165
O 0.820 2.543 -1.114
C 2.318 0.898 0.281
F 2.280 -0.331 0.656
F 3.432 0.980 -0.416
F 2.374 1.633 1.400
C -0.698 -0.307 0.167
C -1.911 -0.391 1.107
H -2.619 0.416 0.924
H -2.394 -1.361 0.986
H -1.618 -0.222 2.143
H -0.031 -1.135 0.410
H -1.077 -0.455 -0.844
H 0.993 0.563 -1.491
C -5.396 -4.086 -3.124
C -5.510 -3.830 -1.619
O -4.567 -2.845 -1.305
H -4.396 -4.484 -3.295
H -5.531 -3.192 -3.734
H -6.192 -4.741 -3.478
H -5.260 -4.718 -1.038
H -6.517 -3.533 -1.327
H -4.684 -2.603 -0.384
C -0.400 -5.604 -1.252
C -1.404 -4.524 -0.925
O -2.019 -4.060 -2.075
H 0.459 -5.192 -1.781
H -0.821 -6.441 -1.809
H -0.023 -5.981 -0.301
H -0.894 -3.684 -0.452
H -2.194 -4.815 -0.233
H -2.752 -3.507 -1.797
C 2.252 -0.319 4.137
C 1.159 -1.296 3.585
O 0.010 -1.124 4.383
H 3.117 -0.488 3.494
H 2.550 -0.535 5.163
H 1.930 0.722 4.155
H 1.544 -2.315 3.608
H 0.822 -1.096 2.568
H -0.613 -1.813 4.140
C 3.928 1.355 -3.283
C 4.150 1.695 -4.753
O 3.752 3.036 -5.001
H 4.047 0.284 -3.119
H 2.910 1.543 -2.942
H 4.672 1.884 -2.688
H 3.564 0.963 -5.309
H 5.213 1.567 -4.960
H 3.847 3.212 -5.940
C -6.798 0.292 1.397
C -5.707 -0.424 0.597
O -5.401 -1.672 1.225
H -6.495 0.523 2.418
H -7.726 -0.259 1.552
H -7.114 1.234 0.949
H -4.797 0.163 0.471
H -6.025 -0.580 -0.433
H -6.227 -2.087 1.482
C 2.644 -4.503 1.093
C 3.943 -3.760 1.170
O 4.302 -3.732 2.561
H 2.625 -5.445 1.640
H 2.314 -4.755 0.086
H 1.796 -3.945 1.490
H 3.781 -2.758 0.774
H 4.813 -4.212 0.694
H 5.236 -3.518 2.613
C -3.662 -0.028 4.497
C -3.736 -1.165 5.585
O -3.859 -0.493 6.816
H -4.524 0.632 4.597
H -3.778 -0.407 3.481
H -2.707 0.492 4.573
H -2.946 -1.911 5.505
H -4.648 -1.710 5.344
H -4.142 -1.164 7.443
C -0.163 1.484 -5.915
C 0.157 1.703 -4.475
O -0.666 2.777 -3.986
H -1.235 1.376 -6.078
H 0.267 0.604 -6.395
H 0.145 2.343 -6.510
H 1.227 1.908 -4.461
H -0.093 0.849 -3.847
H -1.573 2.462 -3.963
C 3.751 4.726 -1.029
C 2.492 5.216 -0.257
O 1.566 5.693 -1.221
H 3.613 3.777 -1.547
H 4.549 4.547 -0.308
H 4.060 5.399 -1.829
H 2.674 6.074 0.390
H 2.148 4.400 0.378
H 1.840 6.582 -1.462
C -0.228 4.177 3.710
C -0.387 2.779 3.164
O -0.826 2.946 1.848
H 0.544 4.842 3.323
H 0.036 4.112 4.765
H -1.222 4.613 3.607
H -1.138 2.222 3.725
H 0.512 2.168 3.242
H -0.556 2.160 1.368
C -3.309 -4.615 4.055
C -2.340 -4.311 2.902
O -1.208 -3.607 3.391
H -2.823 -5.010 4.947
H -4.032 -5.375 3.760
H -3.958 -3.818 4.416
H -2.841 -3.754 2.110
H -1.946 -5.188 2.389
H -0.649 -4.148 3.953
C 3.708 4.155 3.279
C 5.037 3.426 3.042
O 6.015 4.288 2.517
H 3.801 4.719 4.207
H 2.798 3.557 3.312
H 3.518 4.837 2.449
H 5.010 2.560 2.382
H 5.443 3.014 3.966
H 6.834 3.789 2.513
C 1.873 -2.680 -2.067
C 1.576 -3.178 -3.442
O 2.504 -2.627 -4.404
H 1.079 -3.028 -1.406
H 2.088 -1.639 -1.829
H 2.767 -3.161 -1.671
H 0.615 -2.724 -3.681
H 1.454 -4.255 -3.558
H 2.247 -2.913 -5.283
C 6.854 2.275 -0.611
C 7.143 3.685 -1.057
O 8.409 3.737 -1.650
H 6.829 1.484 -1.361
H 5.943 2.222 -0.015
H 7.641 2.007 0.094
H 7.175 4.423 -0.255
H 6.426 4.015 -1.810
H 8.327 3.510 -2.579


Here is a structure of composition C25H19F5N3O10TeW at a distorted geometry from OMol25. Energies are from wB97M-V/def2-TZVPD.

Properties
LUMO = -6.102 eV
multiplicity = 1
net charge = +1
E = -2714.74911 hartree
frontier orbital gap = 5.707 eV
HOMO energy = -11.808 eV

Geometry (Å):
W -0.485 -0.039 -0.601
O -1.290 -2.428 -3.034
C -1.952 -1.820 -2.201
O -1.552 -1.787 -0.925
C -3.070 -0.893 -2.501
C -3.934 -1.137 -3.553
C -4.914 -0.203 -3.823
C -5.021 0.977 -3.123
C -4.122 1.235 -2.102
C -3.157 0.302 -1.746
O -2.306 0.524 -0.710
N -4.247 2.547 -1.415
O -5.265 3.164 -1.614
O -3.331 2.901 -0.701
N -5.874 -0.473 -4.917
O -6.746 0.346 -5.095
O -5.711 -1.497 -5.541
H -3.863 -2.041 -4.142
H -5.790 1.697 -3.365
C 1.029 -0.116 1.531
C 0.277 1.234 1.450
C -1.161 1.042 1.938
C -1.793 2.018 2.573
C -0.943 3.182 3.049
C -0.552 4.135 1.928
C 0.608 3.726 1.453
C -1.535 3.843 4.219
N -2.018 4.378 5.110
H 1.071 -0.416 2.576
H 2.030 -0.055 1.113
H -1.651 0.085 1.786
H -2.833 1.946 2.866
H -1.149 4.984 1.634
H 1.174 4.185 0.662
C 6.545 0.695 2.791
C 5.138 1.206 2.664
C 4.657 1.716 1.470
C 3.350 2.166 1.327
C 3.005 2.713 -0.044
C 2.472 2.113 2.427
C 2.952 1.636 3.670
C 2.179 1.543 4.972
C 4.271 1.193 3.744
C 1.004 2.445 2.200
O 0.301 2.596 3.413
O 0.116 1.583 -0.040
H 6.985 0.500 1.814
H 6.576 -0.224 3.376
H 7.174 1.426 3.301
H 5.318 1.765 0.612
H 3.724 2.342 -0.771
H 3.079 3.803 -0.054
H 2.017 2.444 -0.408
H 1.329 0.862 4.915
H 1.790 2.506 5.288
H 2.848 1.176 5.748
H 4.629 0.820 4.696
F 2.787 -2.753 -1.870
Te 0.951 -2.626 -2.037
F 1.197 -1.570 -3.504
F 1.088 -4.071 -3.160
F 1.371 -0.296 -1.256
F -0.525 0.211 -2.433
O 0.246 -1.114 0.743


Here is a structure of composition C36H68N4O15S6 at a distorted geometry from OMol25. Energies are from wB97M-V/def2-TZVPD.

Properties
LUMO = -0.570 eV
multiplicity = 1
net charge = 0
E = -5149.12224 hartree
frontier orbital gap = 8.165 eV
HOMO energy = -8.736 eV

Geometry (Å):
C -5.399 -4.206 -1.120
C -4.575 -5.369 -0.474
C -3.086 -5.420 -0.934
O -2.293 -4.615 -0.074
C -0.989 -5.141 0.177
C 0.050 -4.088 -0.254
C 0.860 -4.427 -1.306
C 1.909 -3.537 -1.778
N 2.775 -3.753 -2.766
S 3.691 -2.378 -2.721
N 3.018 -1.537 -1.517
C 1.988 -2.265 -1.025
C 1.147 -1.876 0.074
C 1.250 -0.584 0.877
C 1.629 0.697 0.093
C 0.382 1.431 -0.540
C 0.766 1.900 -1.968
C -0.421 2.522 -2.788
C -1.745 1.705 -2.689
C -2.959 2.423 -2.037
S -2.550 3.528 -0.646
C -3.614 3.059 0.687
N -4.728 2.416 0.492
N -5.220 2.199 1.764
C -4.423 2.724 2.612
O -3.337 3.323 1.979
C 0.172 -2.797 0.452
C -0.789 -2.537 1.627
C 0.050 -2.690 2.966
C -0.261 -1.587 4.029
C 1.051 -0.979 4.622
O 0.777 0.203 5.374
C 0.499 1.313 4.527
H -5.861 -3.619 -0.302
H -4.801 -3.523 -1.747
H -6.229 -4.593 -1.739
H -4.630 -5.319 0.625
H -5.038 -6.317 -0.819
H -3.064 -5.060 -1.986
H -2.789 -6.487 -0.956
H -0.770 -6.082 -0.357
H -0.910 -5.353 1.267
H 0.761 -5.405 -1.800
H 2.024 -0.739 1.661
H 0.320 -0.358 1.432
H 2.410 0.579 -0.672
H 2.048 1.408 0.839
H 0.126 2.282 0.121
H -0.467 0.725 -0.496
H 1.166 1.022 -2.515
H 1.533 2.693 -1.856
H -0.096 2.481 -3.849
H -0.513 3.596 -2.549
H -1.603 0.717 -2.214
H -2.054 1.479 -3.731
H -3.608 2.937 -2.790
H -3.607 1.624 -1.618
H -4.536 2.727 3.694
H -1.231 -1.531 1.534
H -1.607 -3.271 1.665
H -0.105 -3.710 3.365
H 1.123 -2.633 2.695
H -0.915 -0.793 3.626
H -0.784 -2.092 4.867
H 1.782 -0.785 3.808
H 1.526 -1.704 5.311
H 0.293 1.035 3.475
H 1.348 2.026 4.537
H -0.405 1.817 4.921
O -3.888 5.907 -6.267
S -4.754 5.549 -5.186
O -4.727 4.237 -4.613
O -6.258 5.909 -5.583
C -6.779 5.387 -6.817
C -7.158 3.924 -6.698
C -4.580 6.732 -3.892
H -6.068 5.547 -7.629
H -7.668 5.974 -7.046
H -6.275 3.299 -6.559
H -7.672 3.588 -7.599
H -7.808 3.763 -5.837
H -4.647 7.730 -4.317
H -3.604 6.580 -3.435
H -5.365 6.567 -3.157
O 8.517 -1.047 1.176
S 7.610 -1.310 2.257
O 7.523 -2.602 2.866
O 6.146 -0.841 1.827
C 5.599 -1.352 0.598
C 5.102 -2.776 0.750
C 7.863 -0.111 3.526
H 6.332 -1.272 -0.208
H 4.763 -0.703 0.339
H 5.930 -3.466 0.919
H 4.576 -3.094 -0.150
H 4.430 -2.862 1.605
H 7.883 0.879 3.076
H 8.818 -0.325 4.003
H 7.057 -0.195 4.251
O 9.557 2.030 1.617
S 10.949 1.691 1.633
O 11.598 1.231 2.824
O 11.789 2.909 1.025
C 11.604 4.213 1.597
C 12.338 4.362 2.917
C 11.268 0.537 0.342
H 10.541 4.434 1.708
H 12.008 4.924 0.877
H 11.896 3.728 3.686
H 12.293 5.395 3.263
H 13.382 4.065 2.813
H 10.817 0.904 -0.576
H 10.818 -0.411 0.632
H 12.344 0.424 0.232
O -9.695 -1.887 1.817
S -8.750 -2.697 1.109
O -7.659 -3.330 1.785
O -8.183 -1.869 -0.129
C -7.616 -0.567 0.119
C -6.222 -0.656 0.701
C -9.619 -3.915 0.175
H -8.276 0.021 0.760
H -7.574 -0.063 -0.847
H -6.243 -1.073 1.709
H -5.765 0.333 0.753
H -5.592 -1.309 0.093
H -10.420 -3.429 -0.376
H -10.028 -4.638 0.877
H -8.920 -4.403 -0.500